(1)
18
Properties=species:S:1:pos:R:3:forces:R:3 method="wB97M-V/def2-TZVPD" charge=+3 largest_force_ev_per_a=4.2 energy_ev=-12999.16504 e_homo_ev=-22.30 de_lowest_kcal_mol=29.8 homo_lumo_gap_ev=3.788
In -20.18038 -16.49311 25.05423 -0.06 0.28 0.50
C -17.66626 -19.19550 18.34315 3.31 -0.92 -1.74
C -18.62358 -18.77886 19.44841 -2.88 1.44 2.69
C -19.87200 -19.60076 19.49931 0.73 1.26 0.53
O -20.83721 -18.82120 20.17192 0.74 -1.02 -0.26
C -22.09373 -19.42878 20.13833 -0.76 -0.60 1.56
N -17.90244 -18.90280 20.70289 0.13 -1.24 -3.82
H -16.80634 -18.54958 18.52039 0.16 -0.10 -0.47
H -17.96653 -19.09455 17.30020 -1.07 0.75 0.12
H -17.32877 -20.23183 18.35843 -0.07 -0.18 0.71
H -18.92158 -17.74659 19.26479 0.33 0.41 -0.13
H -19.70188 -20.55949 19.98921 -0.25 -0.67 0.05
H -20.23967 -19.75886 18.48544 -0.42 -0.66 -0.52
H -22.06887 -20.49061 20.38329 0.47 -0.42 -1.21
H -22.61789 -19.10682 19.23850 -0.46 -0.01 -0.56
H -22.71069 -19.09767 20.97370 -0.05 1.29 0.10
H -17.72262 -19.89161 20.80289 -0.55 -1.23 1.66
H -16.95034 -18.58738 20.58412 0.72 1.62 0.80

(2)
10
Properties=species:S:1:pos:R:3:forces:R:3 method="wB97M-V/def2-TZVPD" largest_force_ev_per_a=1.5 energy_ev=-5149.71263 smiles="C=NNC" e_homo_ev=-8.37 de_lowest_kcal_mol=50.9 homo_lumo_gap_ev=9.600
C 2.00212 -0.05648 0.03994 0.42 -0.25 -0.32
N 0.82385 -0.53794 0.03083 -0.57 0.38 -0.02
N -0.23690 0.31374 0.06800 -0.21 -0.25 0.42
C -1.59671 -0.23741 0.03149 -0.06 0.10 -1.21
H 2.21017 1.02674 0.07782 -0.06 -0.36 -0.02
H 2.84428 -0.76978 -0.06032 -0.66 0.60 0.23
H -0.08461 1.29219 -0.16638 -0.06 -0.39 0.08
H -2.31955 0.59264 -0.09241 0.58 -0.21 0.00
H -1.91679 -0.73532 0.96745 0.55 -0.08 -0.56
H -1.72585 -0.88838 -0.89643 0.08 0.46 1.40